(1)
C55H39BiNO6P2S4Sb as an isolated structure. Source: OMol25; level of theory: ωB97M-V with the def2-TZVPD basis set.

```
109
Properties=species:S:1:pos:R:3
Bi 2.17 -2.10 1.26
O 0.42 3.21 -1.49
S -0.20 2.11 -0.70
C -1.23 2.92 0.55
C -1.20 4.29 0.51
C -2.05 5.09 1.31
C -2.95 4.48 2.11
C -4.03 5.03 3.02
C -4.75 3.78 3.60
C -4.00 2.60 3.02
C -4.16 1.25 3.17
C -3.26 0.39 2.52
C -2.24 0.82 1.70
P -0.90 -0.37 1.19
C -0.41 -0.68 2.94
C 0.44 0.29 3.48
C 0.88 0.19 4.79
C 0.49 -0.88 5.58
C -0.38 -1.83 5.06
C -0.83 -1.73 3.76
C -1.89 -1.85 0.72
C -1.43 -3.15 0.93
C -2.11 -4.24 0.41
C -3.27 -4.05 -0.33
C -3.72 -2.76 -0.57
C -3.04 -1.67 -0.06
C -2.10 2.22 1.46
C -2.98 3.06 2.17
C -1.60 1.62 -1.82
C -2.86 2.14 -1.63
C -3.86 2.16 -2.64
C -3.54 1.69 -3.87
C -4.31 1.68 -5.17
C -3.35 1.02 -6.20
C -2.11 0.69 -5.40
C -0.95 0.07 -5.77
C 0.03 -0.13 -4.78
C -0.09 0.29 -3.47
P 1.22 -0.19 -2.26
C 1.43 -1.91 -2.90
C 2.52 -2.42 -3.61
C 2.53 -3.75 -4.00
C 1.47 -4.59 -3.70
C 0.38 -4.09 -3.00
C 0.37 -2.77 -2.60
C 2.69 0.69 -2.91
C 2.60 1.81 -3.73
C 3.75 2.46 -4.17
C 5.00 2.00 -3.79
C 5.10 0.90 -2.94
C 3.96 0.26 -2.50
C -1.27 1.00 -3.08
C -2.27 1.12 -4.07
H -0.52 4.74 -0.20
H -1.98 6.17 1.24
H -4.72 5.66 2.47
H -3.59 5.64 3.81
H -5.80 3.75 3.31
H -4.72 3.76 4.69
H -4.94 0.84 3.80
H -3.36 -0.68 2.70
H 0.76 1.12 2.86
H 1.55 0.95 5.19
H 0.86 -0.98 6.60
H -0.71 -2.66 5.68
H -1.52 -2.47 3.38
H -0.52 -3.34 1.49
H -1.72 -5.23 0.58
H -3.80 -4.90 -0.74
H -4.62 -2.60 -1.17
H -3.39 -0.66 -0.27
H -3.11 2.59 -0.69
H -4.83 2.58 -2.41
H -4.59 2.70 -5.46
H -5.24 1.12 -5.07
H -3.11 1.70 -7.01
H -3.79 0.13 -6.64
H -0.78 -0.27 -6.78
H 0.93 -0.67 -5.06
H 3.35 -1.78 -3.86
H 3.39 -4.14 -4.54
H 1.50 -5.63 -3.99
H -0.45 -4.74 -2.75
H -0.48 -2.38 -2.03
H 1.63 2.20 -4.01
H 3.66 3.33 -4.80
H 5.90 2.50 -4.14
H 6.07 0.55 -2.62
H 4.05 -0.57 -1.82
O 6.16 0.46 5.55
C 5.18 -0.04 4.75
C 4.59 -1.27 4.98
C 3.63 -1.70 4.08
N 3.27 -0.97 3.04
C 3.81 0.23 2.83
C 4.77 0.74 3.67
C 3.27 0.99 1.62
O 3.51 2.19 1.56
O 2.55 0.28 0.84
C 2.90 -3.02 4.21
O 3.13 -3.75 5.16
O 2.06 -3.25 3.25
H 6.39 -0.21 6.20
H 4.86 -1.92 5.80
H 5.19 1.72 3.48
S 2.03 -4.81 0.42
Sb 3.45 -5.75 2.01
S 5.18 -3.88 2.08
S 4.60 -2.56 0.62
```

Gap between HOMO and LUMO (alpha / beta) (eV): 5.57 / 7.13
Spin multiplicity: 2
Expectation value of S²: 0.755
LUMO energy (alpha / beta) (eV): 2.037 / 2.037
HOMO level (alpha / beta) (eV): -3.53 / -5.09
Total charge: -1

***

(2)
C55H40GeIrN6S2 as an isolated structure. Source: OMol25; level of theory: ωB97M-V with the def2-TZVPD basis set.

```
105
Properties=species:S:1:pos:R:3
Ir 1.77 0.76 0.63
C 3.68 -4.64 0.54
C 2.81 -4.33 1.58
C 2.56 -3.01 1.91
C 3.16 -2.00 1.18
C 4.01 -2.29 0.13
C 4.28 -3.62 -0.18
N 2.96 -0.61 1.54
C 3.80 -0.06 2.45
C 4.69 -0.80 3.28
C 5.48 -0.12 4.17
C 5.46 1.29 4.25
C 4.63 2.03 3.44
C 3.80 1.36 2.56
N 2.92 1.97 1.66
N 2.84 3.21 1.58
C 1.88 3.61 0.65
C 1.67 4.96 0.44
C 0.69 5.35 -0.46
C -0.07 4.39 -1.09
C 0.20 3.04 -0.84
N 1.16 2.66 0.00
H 3.90 -5.68 0.31
H 2.36 -5.13 2.17
H 1.91 -2.76 2.75
H 4.51 -1.49 -0.41
H 4.99 -3.85 -0.97
H 4.73 -1.87 3.20
H 6.14 -0.68 4.82
H 6.10 1.79 4.96
H 4.63 3.11 3.47
H 2.30 5.66 0.97
H 0.50 6.40 -0.64
H -0.86 4.65 -1.78
H -0.38 2.26 -1.30
S -3.26 2.11 5.80
C -3.20 3.71 6.37
C -2.31 4.47 5.67
C -1.66 3.74 4.67
C -2.06 2.42 4.60
C -1.62 1.39 3.69
C -0.56 1.66 2.77
N -0.15 0.79 1.88
C -0.75 -0.42 1.78
C -1.76 -0.81 2.68
C -2.34 -2.12 2.57
C -1.93 -2.97 1.60
C -0.93 -2.56 0.65
C -0.48 -3.40 -0.35
C 0.47 -2.94 -1.28
C 0.92 -1.60 -1.15
N 0.55 -0.81 -0.18
C -0.36 -1.27 0.74
C 0.97 -3.75 -2.33
C 1.89 -3.39 -3.35
C 2.20 -4.43 -4.18
C 1.53 -5.61 -3.81
S 0.52 -5.43 -2.47
C -2.17 0.12 3.64
H -3.83 4.01 7.19
H -2.14 5.52 5.89
H -0.91 4.17 4.01
H -0.05 2.61 2.79
H -3.10 -2.42 3.28
H -2.36 -3.96 1.51
H -0.89 -4.41 -0.42
H 1.61 -1.18 -1.87
H 2.29 -2.39 -3.48
H 2.88 -4.37 -5.02
H 1.59 -6.58 -4.31
H -2.93 -0.17 4.36
C -4.28 3.53 0.31
C -4.03 2.27 0.83
C -3.34 1.33 0.08
C -2.88 1.64 -1.20
C -3.14 2.92 -1.72
C -3.84 3.86 -0.97
Ge -1.99 0.34 -2.31
C -0.95 0.95 -3.83
C -1.59 1.06 -5.08
C -0.89 1.52 -6.19
C 0.45 1.87 -6.07
C 1.09 1.76 -4.84
C 0.39 1.30 -3.73
C -2.70 -1.43 -2.41
C -3.75 -1.86 -1.60
C -4.27 -3.14 -1.73
C -3.76 -4.01 -2.70
C -2.73 -3.58 -3.53
C -2.20 -2.30 -3.39
H -4.84 4.26 0.89
H -4.38 2.02 1.83
H -3.16 0.34 0.50
H -2.80 3.18 -2.72
H -4.05 4.84 -1.38
H -2.63 0.78 -5.18
H -1.39 1.60 -7.14
H 0.99 2.23 -6.93
H 2.14 2.04 -4.75
H 0.91 1.21 -2.78
H -4.19 -1.18 -0.87
H -5.09 -3.46 -1.11
H -4.18 -5.00 -2.82
H -2.36 -4.23 -4.32
H -1.40 -1.97 -4.05
```

Gap between HOMO and LUMO (alpha / beta) (eV): 3.80 / 3.89
Spin multiplicity: 5
Expectation value of S²: 6.115
LUMO energy (alpha / beta) (eV): -8.745 / -10.907
HOMO level (alpha / beta) (eV): -12.54 / -14.80
Total charge: +3

***

(3)
C55H43FGeO2P3Re as an isolated structure at a distorted geometry. Source: OMol25; level of theory: ωB97M-V with the def2-TZVPD basis set.

```
106
Properties=species:S:1:pos:R:3
Re -0.06 -0.62 -0.64
F 0.70 2.53 3.51
Ge 0.18 1.74 2.04
C -0.55 3.19 1.00
C -0.95 4.35 1.66
C -1.43 5.44 0.94
C -1.49 5.37 -0.45
C -1.10 4.23 -1.12
C -0.63 3.13 -0.39
P -0.04 1.72 -1.38
C 1.59 2.21 -2.03
C 2.28 1.41 -2.95
C 3.48 1.84 -3.50
C 4.01 3.07 -3.13
C 3.34 3.86 -2.20
C 2.14 3.43 -1.65
C -1.19 1.66 -2.80
C -2.54 1.87 -2.55
C -3.43 1.96 -3.61
C -2.98 1.83 -4.92
C -1.63 1.60 -5.16
C -0.73 1.52 -4.11
C 2.04 1.62 1.33
C 2.67 2.83 1.58
C 4.01 2.99 1.25
C 4.73 1.95 0.69
C 4.11 0.73 0.43
C 2.76 0.58 0.73
P 1.97 -1.01 0.61
C 2.21 -1.72 2.26
C 1.43 -1.36 3.35
C 1.82 -1.73 4.63
C 2.99 -2.45 4.81
C 3.76 -2.82 3.72
C 3.39 -2.46 2.44
C 2.69 -2.08 -0.62
C 2.47 -3.46 -0.50
C 2.92 -4.31 -1.49
C 3.57 -3.78 -2.61
C 3.78 -2.41 -2.74
C 3.33 -1.55 -1.75
C -1.32 0.77 2.86
C -1.63 1.31 4.11
C -2.78 0.92 4.77
C -3.64 -0.02 4.22
C -3.33 -0.59 3.00
C -2.17 -0.20 2.31
P -1.90 -1.12 0.80
C -3.31 -0.90 -0.29
C -3.44 -1.75 -1.40
C -4.56 -1.65 -2.21
C -5.55 -0.72 -1.91
C -5.42 0.12 -0.81
C -4.29 0.05 -0.01
C -1.90 -2.87 1.24
C -0.77 -3.42 1.83
C -0.77 -4.74 2.26
C -1.92 -5.51 2.10
C -3.05 -4.97 1.51
C -3.05 -3.65 1.07
H -0.88 4.41 2.74
H -1.74 6.33 1.46
H -1.85 6.23 -1.02
H -1.15 4.20 -2.20
H 1.88 0.45 -3.26
H 4.00 1.22 -4.22
H 4.93 3.42 -3.57
H 3.75 4.82 -1.90
H 1.63 4.07 -0.93
H -2.90 2.01 -1.54
H -4.48 2.17 -3.42
H -3.67 1.92 -5.74
H -1.28 1.50 -6.18
H 0.31 1.39 -4.33
H 2.13 3.65 2.04
H 4.50 3.93 1.46
H 5.79 2.07 0.46
H 4.69 -0.09 0.02
H 0.49 -0.82 3.23
H 1.21 -1.45 5.48
H 3.30 -2.74 5.81
H 4.67 -3.39 3.86
H 4.01 -2.73 1.60
H 1.95 -3.86 0.37
H 2.77 -5.37 -1.40
H 3.92 -4.45 -3.39
H 4.29 -2.02 -3.60
H 3.49 -0.48 -1.85
H -0.97 2.03 4.57
H -3.01 1.35 5.74
H -4.54 -0.32 4.73
H -3.98 -1.35 2.58
H -2.71 -2.53 -1.58
H -4.68 -2.32 -3.05
H -6.44 -0.66 -2.53
H -6.20 0.83 -0.57
H -4.20 0.70 0.85
H 0.12 -2.83 1.96
H 0.11 -5.15 2.73
H -1.93 -6.54 2.44
H -3.94 -5.57 1.39
H -3.94 -3.24 0.62
O -0.28 -2.62 -1.36
C -0.07 -2.25 -2.55
O 0.23 -1.00 -2.68
H -0.18 -2.91 -3.41
```

Gap between HOMO and LUMO (alpha / beta) (eV): 5.12 / 5.49
Spin multiplicity: 2
Expectation value of S²: 0.760
LUMO energy (alpha / beta) (eV): -11.183 / -10.810
HOMO level (alpha / beta) (eV): -16.30 / -16.30
Total charge: +3

***

(4)
C55H44ClCrIO5P3 as an isolated structure at a distorted geometry. Source: OMol25; level of theory: ωB97M-V with the def2-TZVPD basis set.

```
110
Properties=species:S:1:pos:R:3
Cr 0.08 -0.07 -0.12
C 7.56 0.26 -0.89
C 6.44 -0.19 -1.57
C 5.18 -0.11 -0.98
C 5.02 0.42 0.30
C 6.16 0.90 0.97
C 7.41 0.81 0.38
P 3.33 0.57 0.95
C 3.68 0.69 2.73
C 3.91 2.00 3.15
C 4.24 2.28 4.47
C 4.34 1.24 5.39
C 4.08 -0.06 4.99
C 3.75 -0.35 3.67
C 2.82 -1.15 0.60
C 3.73 -2.19 0.85
C 3.53 -3.46 0.32
C 2.48 -3.66 -0.55
C 1.57 -2.63 -0.78
C 1.65 -1.40 -0.14
H 8.56 0.19 -1.35
H 6.53 -0.61 -2.57
H 4.31 -0.48 -1.53
H 6.08 1.33 1.97
H 8.28 1.17 0.94
H 3.84 2.82 2.43
H 4.40 3.31 4.78
H 4.61 1.46 6.43
H 4.14 -0.88 5.71
H 3.51 -1.37 3.37
H 4.64 -1.97 1.44
H 4.23 -4.26 0.56
H 2.35 -4.63 -1.04
H 0.78 -2.80 -1.51
O -3.47 0.04 -0.64
C -4.14 1.25 -0.75
C -5.47 1.33 -1.11
C -6.07 2.59 -1.16
C -5.35 3.73 -0.82
C -3.99 3.63 -0.51
C -3.36 2.38 -0.49
P -1.56 2.10 -0.54
C -1.58 2.60 -2.30
C -1.52 3.92 -2.73
C -1.71 4.20 -4.09
C -1.97 3.18 -5.00
C -2.04 1.87 -4.55
C -1.85 1.57 -3.21
C -0.89 3.56 0.32
C 0.31 4.13 -0.11
C 0.91 5.13 0.64
C 0.34 5.55 1.84
C -0.83 4.97 2.28
C -1.45 3.97 1.53
C -3.89 -0.84 0.34
C -5.07 -0.70 1.06
C -5.44 -1.71 1.95
C -4.65 -2.83 2.11
C -3.45 -2.93 1.42
C -3.03 -1.93 0.54
P -1.47 -1.96 -0.39
C -2.08 -2.68 -1.95
C -3.03 -3.71 -1.96
C -3.42 -4.28 -3.17
C -2.90 -3.82 -4.38
C -1.98 -2.78 -4.37
C -1.56 -2.22 -3.16
C -0.76 -3.37 0.52
C -0.32 -3.08 1.82
C 0.26 -4.08 2.60
C 0.41 -5.36 2.08
C -0.04 -5.65 0.80
C -0.63 -4.66 0.01
H -6.04 0.42 -1.36
H -7.12 2.68 -1.45
H -5.83 4.70 -0.84
H -3.42 4.53 -0.29
H -1.34 4.74 -2.03
H -1.66 5.24 -4.42
H -2.12 3.42 -6.05
H -2.23 1.06 -5.26
H -1.95 0.55 -2.86
H 0.78 3.79 -1.03
H 1.85 5.56 0.29
H 0.83 6.33 2.43
H -1.29 5.28 3.23
H -2.35 3.49 1.91
H -5.72 0.18 0.95
H -6.38 -1.62 2.50
H -4.96 -3.64 2.77
H -2.82 -3.81 1.58
H -3.45 -4.07 -1.02
H -4.13 -5.11 -3.17
H -3.22 -4.27 -5.32
H -1.56 -2.40 -5.30
H -0.82 -1.41 -3.16
H -0.46 -2.08 2.22
H 0.62 -3.83 3.60
H 0.87 -6.14 2.69
H 0.07 -6.66 0.39
H -0.93 -4.91 -1.01
O -1.18 0.44 1.78
Cl 0.15 0.91 2.22
O 0.79 1.55 1.04
O 0.04 1.86 3.25
O 0.92 -0.25 2.59
I 1.72 -0.32 -3.47
C 1.13 0.75 -1.71
H 0.65 1.62 -2.16
H 2.11 1.13 -1.34
```

Gap between HOMO and LUMO (alpha / beta) (eV): 7.29 / 7.55
Spin multiplicity: 4
Expectation value of S²: 3.865
LUMO energy (alpha / beta) (eV): -0.062 / 0.200
HOMO level (alpha / beta) (eV): -7.35 / -7.35
Total charge: 0

***

Number 1: DFT total energy -5356.040147 Ha. Number 2: DFT total energy -5425.116650 Ha. Number 3: DFT total energy -5550.392599 Ha. Number 4: DFT total energy -5324.558520 Ha.